The following is a quantum chemistry calculation of 10 unconnected molecules or ions with the total composition C38H64N4O18 at a distorted geometry, from OMol25.

The geometry in ORCA input format:
```
! wB97M-V def2-TZVPD RIJCOSX def2/J DEFGRID3
* xyz 0 1
C 3.31 -0.17 -3.24
C 2.58 0.36 -2.00
C 2.42 1.91 -1.94
O 1.03 2.06 -2.03
C 0.37 0.86 -1.99
O -0.81 0.65 -2.19
O 1.28 -0.16 -1.95
H 2.72 0.13 -4.08
H 3.42 -1.29 -3.29
H 4.21 0.36 -3.27
H 3.11 0.06 -1.02
H 2.76 2.45 -2.83
H 2.68 2.30 -0.93
C 0.40 -3.33 -4.09
C -0.18 -3.84 -2.76
C -0.21 -2.73 -1.63
O -1.16 -3.44 -0.78
C -1.98 -4.19 -1.52
O -3.03 -4.67 -1.08
O -1.51 -4.29 -2.69
H 0.03 -3.83 -4.98
H 1.46 -3.31 -3.98
H 0.08 -2.32 -4.14
H 0.49 -4.65 -2.55
H -0.52 -1.73 -2.13
H 0.84 -2.45 -1.21
C -3.65 -0.93 -2.98
C -3.40 -1.35 -4.47
C -3.42 -2.83 -4.87
O -4.15 -2.85 -6.09
C -5.00 -1.76 -6.08
O -6.07 -1.65 -6.67
O -4.43 -0.87 -5.28
H -2.89 -1.22 -2.22
H -4.63 -1.35 -2.65
H -3.91 0.11 -2.83
H -2.47 -0.91 -4.85
H -3.90 -3.40 -4.02
H -2.38 -3.18 -4.96
C 1.39 3.22 2.29
C 2.91 3.14 2.75
C 3.21 1.71 3.19
O 4.10 1.15 2.26
C 4.45 2.13 1.41
O 5.14 2.00 0.40
O 3.77 3.28 1.62
H 1.14 4.10 1.59
H 0.83 3.23 3.20
H 1.08 2.37 1.63
H 3.22 4.00 3.44
H 2.27 1.25 3.17
H 3.62 1.58 4.22
C -0.17 2.83 5.71
O 1.08 2.14 5.71
C 1.14 0.82 5.40
O 0.00 0.02 5.22
O 2.36 0.34 5.38
C 2.66 -0.96 4.99
H -0.78 2.53 4.84
H -0.01 3.90 5.65
H -0.71 2.63 6.66
H 3.13 -0.86 4.03
H 1.84 -1.61 4.78
H 3.04 -1.52 5.80
C 3.48 -5.49 -3.64
O 3.83 -4.20 -3.25
C 3.60 -3.86 -1.99
O 2.70 -4.52 -1.22
O 4.27 -2.77 -1.52
C 3.96 -2.50 -0.15
H 4.20 -6.15 -3.27
H 3.67 -5.64 -4.65
H 2.50 -5.95 -3.40
H 3.86 -3.41 0.60
H 2.90 -2.03 -0.04
H 4.49 -1.63 0.33
C -1.58 4.38 -1.50
C -3.10 4.07 -1.40
C -3.63 2.78 -2.05
C -4.94 2.48 -1.39
N -6.00 2.26 -0.96
H -1.44 5.44 -1.48
H -1.21 3.93 -2.43
H -1.09 3.88 -0.60
H -3.70 4.92 -1.83
H -3.40 4.15 -0.36
H -3.02 1.89 -1.80
H -3.65 2.84 -3.12
C 2.39 -3.66 3.04
C 1.08 -4.40 2.82
C 1.00 -4.97 1.40
C -0.15 -5.77 1.02
N -1.06 -6.48 0.75
H 3.26 -4.29 2.94
H 2.47 -3.44 4.06
H 2.59 -2.78 2.51
H 0.21 -3.79 3.04
H 1.02 -5.19 3.63
H 1.89 -5.48 1.14
H 1.23 -4.07 0.73
C -1.56 7.37 1.25
C -1.68 6.87 2.65
C -2.67 5.79 2.91
C -2.31 4.51 2.41
N -1.89 3.51 2.05
H -2.44 7.74 0.76
H -1.28 6.54 0.74
H -0.84 8.12 1.29
H -1.82 7.74 3.31
H -0.69 6.59 3.02
H -3.59 6.12 2.34
H -2.83 5.67 3.99
C -3.51 -0.12 0.95
C -2.16 -0.73 0.90
C -1.12 0.10 1.60
C 0.36 -0.27 1.48
N 1.49 -0.46 1.47
H -3.67 0.32 1.94
H -4.23 -0.97 0.72
H -3.69 0.53 0.05
H -1.88 -1.03 -0.15
H -2.29 -1.67 1.38
H -1.39 0.19 2.63
H -1.08 1.08 1.21
*
```

- LUMO: 0.03 eV
- Calculated total energy: -83252.8787 eV
- Frontier orbital gap: 10.377 eV
- SMILES: C[C@H]1COC(=O)O1.C[C@H]1COC(=O)O1.C[C@H]1COC(=O)O1.C[C@H]1COC(=O)O1.COC(=O)OC.COC(=O)OC.CCCC#N.CCCC#N.CCCC#N.CCCC#N
- ΔE to the lowest compared entry with this formula, charge and spin: 253.45 kJ/mol